Density functional theory data (ωB97M-V/def2-TZVPD) for a 2-piece molecular cluster, BrH8NSi3 overall.

Each line ends with the Mulliken charge.
Positions of all 13 atoms, in Å:
Si: -2.17058 -0.53823 -0.41520  0.2057
N: -0.72758 -0.23177 -1.31208  0.0030
Si: 0.70783 -0.66481 -1.87846  0.3211
Br: 1.12243 -2.74380 -2.68712  -0.1942
H: -1.70527 -1.32258 0.84980  -0.0728
H: -2.87693 0.81470 -0.43642  -0.0735
H: -2.94561 -1.46295 -1.02465  -0.1500
H: 1.92380 0.14121 -1.85528  -0.0357
Si: 1.25367 1.14445 1.67225  0.4699
H: 0.97887 -0.08044 2.33762  -0.0921
H: 2.16446 1.97776 2.67643  -0.1283
H: 0.03802 1.82239 1.40306  -0.0989
H: 2.23688 1.14407 0.67006  -0.1542

Calculated values
HOMO energy: -9.70 eV
maximum force: 3.4 eV/Å
total energy: -3501.98851 Ha
ΔE to the lowest compared entry with this formula, charge and spin: 2.9296 eV
frontier orbital gap: 9.2287 eV
SMILES: [SiH3]/N=[SiH]\Br.[SiH4]

Density functional theory data (ωB97M-V/def2-TZVPD) for an isolated molecule of C5H8O2.

Each line ends with the Mulliken charge.
Positions of all 15 atoms, in Å:
O: -1.51525 -0.33295 -2.54959  -0.5501
C: -1.20079 -0.94501 -1.25819  -0.3546
C: -0.72657 0.16706 -0.14611  0.7472
O: -1.79802 1.07706 0.00673  -0.5450
C: 0.33718 0.13305 0.68879  -0.3655
C: 1.57728 0.53532 1.85716  -0.6428
C: 1.81899 -0.38305 0.69790  -0.4149
H: -2.18568 0.35543 -2.61459  0.3076
H: -2.20501 -1.26764 -0.89398  0.2376
H: -0.54608 -1.80047 -1.46852  0.2912
H: -1.61981 1.71288 0.70149  0.3122
H: 1.25407 0.34276 2.95457  0.2222
H: 2.15190 1.29801 1.63227  0.3147
H: 2.52215 0.46293 0.21332  0.1004
H: 2.13564 -1.35540 0.17875  0.3396

Calculated values
HOMO energy: -8.62 eV
maximum force: 7.9 eV/Å
total energy: -345.58726 Ha
ΔE to the lowest compared entry with this formula, charge and spin: 5.9239 eV
frontier orbital gap: 9.3443 eV
SMILES: OCC(O)=C1CC1

Density functional theory data (ωB97M-V/def2-TZVPD) for C26H30Cl3GeN3O3OsSi as an isolated structure.

Each line ends with the Löwdin spin population.
Positions of all 68 atoms, in Å:
Os: -1.07841 3.79415 -0.27525  0.8214
N: 0.07986 5.57926 -0.37888  -0.0077
C: 1.42606 5.28221 -0.91855  0.0013
C: 1.82819 3.87324 -0.54232  0.0053
O: 2.97288 3.49952 -0.66286  0.0069
N: 0.80484 3.08971 -0.06489  0.0363
C: 1.34369 1.91788 0.64517  0.0144
C: 0.29936 0.96110 1.17633  0.0026
O: 0.40537 -0.29043 0.80719  0.0015
O: -0.53160 1.33873 1.98383  0.0114
H: -0.43630 6.19383 -1.00646  0.0040
H: 0.16489 6.07699 0.50236  -0.0002
H: 2.17376 5.95733 -0.50643  -0.0001
H: 1.42687 5.39540 -2.00151  0.0001
H: 1.92090 2.26502 1.50767  0.0001
H: 2.05273 1.40625 -0.00011  0.0023
C: 0.94853 0.13775 -2.22885  0.0000
Ge: 1.36941 -0.94838 -0.67020  0.0002
C: 3.21197 -0.76872 -0.12109  0.0004
C: 3.56513 -0.52729 1.20554  0.0003
C: 4.89791 -0.37890 1.56111  0.0000
C: 5.88867 -0.47339 0.59395  0.0002
C: 5.54805 -0.71365 -0.72944  0.0001
C: 4.21496 -0.85785 -1.08564  0.0001
C: 0.63430 -2.72203 -0.88962  0.0000
C: 0.07861 -3.02257 -2.10846  0.0000
C: -0.49296 -4.28946 -2.36496  0.0000
C: -0.50551 -5.23606 -1.38529  0.0000
C: 0.06002 -4.97426 -0.11133  0.0000
C: 0.04706 -5.95344 0.91239  0.0000
C: 0.58805 -5.68961 2.13629  0.0000
C: 1.17324 -4.43099 2.39347  0.0000
C: 1.20176 -3.47030 1.42421  0.0000
C: 0.64648 -3.71009 0.14259  0.0000
H: 1.42188 -0.31129 -3.10367  0.0000
H: 1.33588 1.14961 -2.13079  -0.0001
H: -0.12648 0.17435 -2.40822  0.0000
H: 2.80064 -0.45241 1.97134  0.0000
H: 5.16338 -0.19110 2.59321  0.0000
H: 6.92780 -0.35774 0.87185  0.0000
H: 6.31936 -0.78758 -1.48439  0.0000
H: 3.96472 -1.03997 -2.12538  0.0000
H: 0.07312 -2.28660 -2.90398  0.0000
H: -0.91648 -4.49989 -3.33817  0.0000
H: -0.94316 -6.21025 -1.56802  0.0000
H: -0.39787 -6.91866 0.70294  0.0000
H: 0.57604 -6.44398 2.91156  0.0000
H: 1.60388 -4.22996 3.36560  0.0000
H: 1.65260 -2.51003 1.63950  0.0000
C: -4.61165 -0.22336 -1.24442  0.0003
C: -4.39311 0.60169 0.03103  0.0039
C: -4.13015 -0.29544 1.24413  0.0028
C: -5.59045 1.52895 0.29416  0.0020
C: -3.21545 1.45716 -0.17024  0.0334
N: -2.31494 2.13787 -0.36553  0.0098
H: -5.49942 -0.83991 -1.10254  0.0000
H: -3.76590 -0.88389 -1.43136  0.0000
H: -4.76992 0.41766 -2.11176  0.0000
H: -5.02219 -0.89852 1.41933  0.0004
H: -3.91929 0.29513 2.13564  0.0000
H: -3.29392 -0.95791 1.06303  0.0000
H: -6.47372 0.90752 0.43963  0.0003
H: -5.77236 2.19588 -0.54856  0.0002
H: -5.43679 2.12297 1.19410  0.0000
Cl: -1.38266 6.14615 2.58847  -0.0078
Si: -1.93962 4.45782 1.61420  -0.0236
Cl: -2.52797 4.87788 -1.73033  0.0826
Cl: -3.32457 3.55694 2.74768  -0.0055

Calculated values
HOMO energy (alpha / beta): -10.37 / -10.37 eV
maximum force: 0.7 eV/Å
total energy: -5236.38972 Ha
ΔE to the lowest compared entry with this formula, charge and spin: 1.5212 eV
spin multiplicity: 2
expectation value of S²: 0.757
frontier orbital gap (alpha / beta): 6.1406 / 5.2552 eV
charge: +1

Density functional theory data (ωB97M-V/def2-TZVPD) for an isolated ion of composition C6H9N4 and charge +1.

Each line ends with the Mulliken charge.
Positions of all 19 atoms, in Å:
C: -2.20657 -0.86714 -0.11662  -0.2403
C: -0.43644 0.48862 0.19746  -0.6887
C: -0.02351 -0.83146 0.05536  0.3198
C: 2.43070 -0.84889 0.11576  0.0206
C: 3.32182 1.40627 -0.24255  -0.1907
C: -2.67565 1.52373 0.16695  -0.9358
N: 2.72282 0.40883 0.20494  -0.1014
N: -1.12860 -1.65481 -0.13755  -0.0877
N: -1.80279 0.38513 0.08267  0.2268
N: 1.23942 -1.41441 0.11955  -0.1120
H: -3.21757 -1.20203 -0.24042  0.4185
H: 3.27290 -1.52808 0.23535  0.3799
H: 3.58633 1.51621 -1.29188  0.2673
H: 3.51540 2.23394 0.42902  0.2715
H: -2.06486 2.40654 0.33443  0.3328
H: -3.23679 1.64617 -0.75993  0.3418
H: -3.37643 1.40786 0.99344  0.3389
H: -1.14792 -2.64931 -0.30773  0.1911
H: 1.22774 -2.42717 0.16177  0.2476

Calculated values
HOMO energy: -11.74 eV
maximum force: 1.9 eV/Å
total energy: -452.71460 Ha
ΔE to the lowest compared entry with this formula, charge and spin: 3.6422 eV
frontier orbital gap: 7.8133 eV
charge: +1

Density functional theory data (ωB97M-V/def2-TZVPD) for C21H22N6O7S2Se2Te2V as an isolated structure.

Each line ends with the Löwdin spin population.
Positions of all 63 atoms, in Å:
V: -0.63074 1.04079 0.33426  2.7660
O: 3.49677 0.22375 -0.31566  -0.0003
C: 2.14540 0.02972 -0.20724  0.0054
O: 1.44920 0.80912 0.49095  0.0100
C: 1.82230 -1.46169 -0.09652  0.0014
O: 0.44072 -1.59771 -0.30539  0.0231
C: -0.34502 -2.23201 0.65712  0.0024
C: -0.40683 -1.51105 2.04134  0.0053
O: -0.22676 -2.21532 3.02923  0.0060
O: -0.57087 -0.25251 2.02660  0.0177
H: 3.66356 1.08346 -0.73259  0.0000
H: 2.10158 -1.79073 0.90950  0.0001
H: 2.36042 -2.04926 -0.84377  0.0003
H: -0.04872 -3.27134 0.81966  0.0000
H: -1.36771 -1.85632 -1.00921  0.0011
Se: 1.32554 0.37306 -2.38901  0.0196
Te: 3.20366 1.02032 -3.87598  0.0181
Te: 1.10778 4.41698 -2.65898  0.0081
Se: 0.02548 2.33605 -1.79063  0.0222
N: -4.41988 0.46563 6.43057  0.0001
C: -4.17959 0.60022 5.05133  0.0003
C: -3.06617 1.29822 4.59567  0.0002
C: -2.83402 1.43486 3.23786  0.0015
C: -3.71859 0.87493 2.32973  0.0016
C: -4.85172 0.20962 2.77233  0.0004
C: -5.08256 0.07524 4.12736  0.0002
S: -3.41741 1.03385 0.59511  0.0067
O: -2.48269 2.17906 0.46793  0.0272
O: -4.70825 1.14750 -0.02509  -0.0003
N: -2.48958 -0.14670 0.04938  0.0138
C: -2.75493 -1.44937 0.39463  -0.0010
N: -3.66967 -1.91666 1.13563  0.0055
C: -3.80826 -3.27490 1.32664  0.0001
C: -3.11535 -4.11713 0.49335  0.0027
C: -2.18422 -3.62640 -0.40346  0.0042
N: -1.65472 -2.29462 -0.12940  0.0014
H: -3.56994 0.48995 6.97440  0.0000
H: -4.95118 -0.36338 6.65211  0.0000
H: -2.36864 1.73072 5.30418  0.0000
H: -1.96716 1.98404 2.89164  0.0008
H: -5.52980 -0.21784 2.04903  0.0000
H: -5.95997 -0.45684 4.47751  0.0000
H: -4.57127 -3.60059 2.01645  -0.0001
H: -3.35128 -5.17516 0.46630  0.0002
H: -1.63633 -4.17769 -1.14941  0.0003
N: 1.35806 1.17177 3.49478  0.0016
C: 1.60323 2.31230 2.77893  0.0060
S: 0.39366 3.30649 2.22385  0.0126
N: 2.91148 2.54164 2.52237  0.0024
C: 3.45192 3.33736 1.50378  0.0004
C: 4.79725 3.69329 1.59616  0.0001
C: 5.39909 4.40919 0.57433  0.0000
C: 4.65755 4.78663 -0.53968  0.0002
C: 3.31550 4.43920 -0.61722  0.0013
C: 2.70474 3.71470 0.39506  0.0005
H: 0.41004 0.82382 3.38670  0.0003
H: 2.01841 0.41830 3.34905  0.0001
H: 3.57122 1.94885 3.00226  0.0001
H: 5.36981 3.39902 2.46925  0.0000
H: 6.44719 4.67126 0.65223  0.0000
H: 5.12122 5.34416 -1.34263  0.0001
H: 2.71083 4.71276 -1.47549  0.0019
H: 1.65665 3.44148 0.30977  0.0001

Calculated values
HOMO energy (alpha / beta): -1.16 / -1.25 eV
maximum force: 3.3 eV/Å
total energy: -8748.02649 Ha
ΔE to the lowest compared entry with this formula, charge and spin: 1.0086 eV
spin multiplicity: 4
expectation value of S²: 3.762
frontier orbital gap (alpha / beta): 5.1682 / 5.2474 eV
charge: -2

Density functional theory data (ωB97M-V/def2-TZVPD) for an isolated molecule of C7H6O3.

Each line ends with the Mulliken charge.
Positions of all 16 atoms, in Å:
O: -3.61289 1.77913 -3.23791  -0.3602
C: -3.00725 1.30413 -2.36977  0.4904
C: -2.09887 0.74411 -1.51190  -0.5799
C: -1.91694 -0.40107 -0.48926  -0.3112
C: -0.89583 -0.90746 0.44228  -0.0216
O: -1.30321 -1.95295 1.28844  -0.4958
C: 0.37253 -0.40855 0.60908  0.1933
C: 1.57724 -0.20195 0.59705  0.2646
C: 2.92634 0.33927 0.72670  -0.4261
O: 3.28674 0.98358 1.97205  -0.4818
H: -1.23805 1.16929 -2.06755  0.2127
H: -2.71499 -1.10419 -0.26439  0.3542
H: -0.66319 -2.57941 1.52440  0.3179
H: 2.96122 0.98764 -0.24622  0.2391
H: 3.61170 -0.46851 0.38092  0.2878
H: 2.71543 0.71694 2.64609  0.3167

Calculated values
HOMO energy: -7.91 eV
maximum force: 5.3 eV/Å
total energy: -495.85673 Ha
ΔE to the lowest compared entry with this formula, charge and spin: 5.5843 eV
frontier orbital gap: 7.9718 eV
SMILES: O=C=C/C=C(/O)C#CCO

Density functional theory data (ωB97M-V/def2-TZVPD) for a 2-piece molecular cluster, CH4O2S overall.

Each line ends with the Mulliken charge.
Positions of all 8 atoms, in Å:
O: 2.27222 -1.44767 -0.69004  -0.4770
C: 1.16449 -1.18647 -1.04265  0.2474
O: 0.66898 -1.46347 -2.24819  -0.4094
H: 0.43432 -0.64745 -0.43892  0.3086
H: 1.32231 -2.03621 -2.68212  0.3310
S: -1.48335 2.77147 2.47153  -0.2836
H: -1.92309 1.63954 3.03003  0.1399
H: -2.45588 2.37027 1.60036  0.1431

Calculated values
HOMO energy: -9.90 eV
maximum force: 1.4 eV/Å
total energy: -589.15738 Ha
ΔE to the lowest compared entry with this formula, charge and spin: 0.2865 eV
frontier orbital gap: 10.5859 eV
SMILES: O=CO.S

> Look up the total energy of the seventh one.

-589.15738 Ha